DFT (ωB97M-V/def2-TZVPD) results for 2 unconnected molecules or ions with the total composition C2H5OS.

Values from the calculation:
- HOMO energy (eV) = -2.69
- energy above the lowest of the compared OMol25 structures with the same formula, charge and spin (eV) = 0.2033
- calculated total energy (eV) = -15038.36959
- orbital gap (eV) = 6.50
- charge = -1

Last column: Löwdin charge in e.
CARTESIAN COORDINATES (ANGSTROEM)
S1 -2.79991 0.50988 -0.41975  -0.309
H1 -4.06927 0.89190 -0.20741  -0.496
O1 2.44572 0.67238 0.77075  0.003
C1 1.56076 -0.14940 0.70105  -0.333
C2 0.52994 -0.20127 -0.36651  -0.114
H2 1.57521 -0.96914 1.45578  0.109
H3 -0.36825 -0.73686 -0.07146  0.004
H4 0.95860 -0.78942 -1.18052  0.083
H5 0.16720 0.77191 -0.68192  0.051



DFT (ωB97M-V/def2-TZVPD) results for a molecular structure, C2H5P.

Values from the calculation:
- HOMO energy (eV) = -9.22
- energy above the lowest of the compared OMol25 structures with the same formula, charge and spin (eV) = 1.1435
- calculated total energy (eV) = -11441.36901
- orbital gap (eV) = 9.50

Last column: Löwdin charge in e.
CARTESIAN COORDINATES (ANGSTROEM)
C1 1.39783 -0.91837 0.01545  -0.457
C2 -0.60868 1.02858 0.01732  -0.386
P1 1.28187 0.74389 -0.00089  0.767
H1 2.29832 -1.40727 0.24390  -0.082
H2 0.54754 -1.87885 -0.38300  0.112
H3 -0.70716 1.97820 0.67538  0.044
H4 -1.04574 0.93834 -1.00269  0.030
H5 -1.06808 0.23030 0.50340  -0.030



DFT (ωB97M-V/def2-TZVPD) results for a single C2H5P molecule.

Values from the calculation:
- HOMO energy (spin up / spin down) (eV) = -4.47 / -9.84
- energy above the lowest of the compared OMol25 structures with the same formula, charge and spin (eV) = 2.0953
- calculated total energy (eV) = -11437.00567
- orbital gap (spin up / spin down) (eV) = 5.36 / 6.92
- spin multiplicity = 3
- ⟨S²⟩ = 2.0056

Last column: Löwdin charge in e.
CARTESIAN COORDINATES (ANGSTROEM)
C1 0.23281 -0.13816 0.74120  -0.477
C2 0.26235 -0.27436 -0.72217  -0.414
P1 0.46189 1.52782 -0.10407  0.703
H1 -0.74351 -0.58993 1.14756  0.095
H2 1.08625 -0.46878 1.25502  0.036
H3 1.20606 -0.53397 -1.19423  0.056
H4 -0.77726 -0.47947 -1.06490  0.085
H5 -1.00422 2.04491 -0.06786  -0.084



DFT (ωB97M-V/def2-TZVPD) results for 2 unconnected molecules or ions with the total composition C2H5S.

Values from the calculation:
- HOMO energy (eV) = -2.46
- energy above the lowest of the compared OMol25 structures with the same formula, charge and spin (eV) = 0.7131
- calculated total energy (eV) = -12990.20278
- orbital gap (eV) = 6.70
- charge = -1

Last column: Löwdin charge in e.
CARTESIAN COORDINATES (ANGSTROEM)
S1 2.77817 0.93444 0.12823  -0.325
H1 3.17660 -0.06251 0.92469  -0.498
C1 -0.83981 0.20673 0.35213  -0.107
C2 -1.19815 -0.48701 -0.72577  -0.107
H2 -1.36123 0.15007 1.30166  0.036
H3 0.07181 0.78041 0.29637  -0.060
H4 -0.47938 -0.50608 -1.53634  0.037
H5 -2.14802 -1.01605 -0.74097  0.025



DFT (ωB97M-V/def2-TZVPD) results for a single C2H6 molecule.

Values from the calculation:
- HOMO energy (eV) = -11.79
- energy above the lowest of the compared OMol25 structures with the same formula, charge and spin (eV) = 0.5452
- calculated total energy (eV) = -2170.70373
- orbital gap (eV) = 13.13
- SMILES = CC

Last column: Löwdin charge in e.
CARTESIAN COORDINATES (ANGSTROEM)
C1 0.56675 0.45528 -0.16600  -0.180
C2 -0.63499 -0.46314 0.15111  -0.164
H1 0.51950 1.27384 -0.99771  0.094
H2 0.76209 0.86251 0.83113  0.052
H3 1.40478 -0.13801 -0.48350  0.039
H4 -0.52351 -0.58950 1.20792  0.052
H5 -0.56702 -1.40062 -0.46576  0.081
H6 -1.52759 -0.00036 -0.07719  0.025



DFT (ωB97M-V/def2-TZVPD) results for a single C2H6 molecule.

Values from the calculation:
- HOMO energy (eV) = -10.60
- energy above the lowest of the compared OMol25 structures with the same formula, charge and spin (eV) = 1.6752
- calculated total energy (eV) = -2169.57370
- orbital gap (eV) = 11.83
- SMILES = CC

Last column: Löwdin charge in e.
CARTESIAN COORDINATES (ANGSTROEM)
C1 0.75314 -0.00720 -0.00227  -0.234
C2 -0.65859 0.03432 0.05931  -0.272
H1 0.72996 -1.07660 -0.39062  0.102
H2 1.11463 0.62886 -0.70576  0.014
H3 1.52687 0.32767 0.84174  0.128
H4 -1.29185 -0.35787 -0.75305  0.062
H5 -1.20691 1.12632 0.06104  0.117
H6 -0.96724 -0.67550 0.88962  0.085



Q: Which of these has the highest calculated total energy?
A: number 6



Q: calculated total energy of number 5 (C2H6)?
A: -2170.70373 eV



Q: What is the energy above the lowest of the compared OMol25 structures with the same formula, charge and spin in the third record?
A: 2.0953 eV



Q: What is the energy above the lowest of the compared OMol25 structures with the same formula, charge and spin in the first record?
A: 0.2033 eV